Below is a 6-piece molecular cluster, C18H42Cl3N3O14 overall in a non-equilibrium geometry, with properties calculated with ωB97M-V with the def2-TZVPD basis set.

The geometry in XYZ format:
```
80
Properties=species:S:1:pos:R:3:forces:R:3:lowdin_charge:R:1
N -1.056 -0.730 -0.639 0.422 -1.197 1.336 0.316
H -1.701 -1.341 -1.160 0.110 0.611 -0.611 0.115
H -1.006 0.257 -0.864 -0.709 -0.001 -0.112 0.107
H -0.100 -1.104 -0.640 0.156 -0.241 -0.840 0.072
H -1.312 -0.914 0.339 -0.589 0.653 -0.144 0.098
Cl -3.800 -3.231 0.051 -1.620 -0.079 -0.449 0.625
O -3.153 -2.081 0.635 1.204 0.495 0.447 -0.403
O -4.848 -2.743 -0.797 0.181 -0.446 0.013 -0.334
O -2.858 -4.023 -0.708 0.418 0.155 0.173 -0.380
O -4.355 -4.031 1.119 0.150 -0.245 0.133 -0.390
Cl -5.098 1.275 -1.459 1.075 -2.761 -0.052 0.630
O -3.608 1.204 -1.480 -1.072 1.264 0.271 -0.425
O -5.649 2.531 -1.867 0.493 1.361 0.022 -0.391
O -5.540 0.275 -2.390 -0.352 0.049 0.153 -0.360
O -5.539 0.968 -0.112 0.125 0.420 -0.180 -0.389
Cl -1.698 -2.251 -4.465 -1.917 1.755 -0.107 0.636
O -0.915 -3.205 -5.167 1.017 -1.094 -0.716 -0.376
O -0.931 -1.783 -3.314 -0.005 -0.094 0.547 -0.419
O -1.963 -1.095 -5.309 0.402 -0.480 0.124 -0.381
O -2.954 -2.825 -4.063 0.712 0.001 0.184 -0.335
C -2.305 1.440 1.895 -0.251 -0.411 -0.771 -0.016
C -1.603 2.803 1.883 0.047 0.608 0.082 -0.480
C -1.690 3.457 3.266 0.017 1.320 0.379 -0.134
C -0.663 4.598 3.392 0.091 -1.160 1.298 -0.178
C 0.680 3.862 3.518 0.713 1.953 -0.811 -0.157
C 1.033 3.144 2.203 -0.616 0.052 -0.398 -0.487
N -0.177 2.567 1.619 0.215 -0.719 1.107 -0.139
O 0.091 1.907 0.412 -0.154 0.632 -0.157 -0.028
C 1.540 4.247 1.230 0.573 -0.021 0.001 -0.028
C 2.043 2.015 2.489 -0.169 -0.093 0.155 -0.021
C -2.207 3.737 0.786 -0.014 -1.105 0.123 0.000
H -3.194 1.374 2.523 -0.054 0.378 -0.058 0.094
H -1.639 0.636 2.212 0.212 0.216 0.223 0.084
H -2.622 1.181 0.880 -0.208 0.010 0.097 0.058
H -2.658 3.911 3.496 -0.356 -0.562 -0.494 0.122
H -1.479 2.729 4.049 -0.051 -0.145 -0.022 0.117
H -0.749 5.211 4.297 -0.501 -0.334 0.183 0.103
H -0.799 5.341 2.607 0.583 -0.328 -0.427 0.096
H 0.812 3.286 4.434 -0.829 -0.570 -0.192 0.114
H 1.432 4.647 3.696 0.264 -0.193 -0.369 0.106
H 1.996 3.901 0.298 -0.082 -0.439 0.133 0.074
H 0.703 4.876 0.927 -0.040 0.083 0.192 0.077
H 2.296 4.877 1.706 -0.014 0.016 0.023 0.075
H 1.556 1.083 2.788 -0.493 0.261 -0.076 0.083
H 2.623 1.730 1.612 0.360 0.326 0.114 0.068
H 2.619 2.292 3.375 0.636 0.107 -0.419 0.072
H -1.802 3.403 -0.172 -0.173 0.147 -0.122 0.073
H -2.004 4.801 0.901 0.059 0.003 0.213 0.066
H -3.277 3.546 0.702 -0.066 0.217 0.039 0.092
H -0.007 2.618 -0.245 0.098 -0.360 -0.261 0.096
C 0.500 -3.829 0.415 0.222 0.505 0.473 -0.027
C 1.714 -3.312 -0.409 -0.780 -0.628 1.133 -0.489
C 1.464 -3.919 -1.812 1.367 0.679 -0.246 -0.100
C 1.960 -3.042 -3.001 -0.965 0.240 1.508 -0.145
C 3.076 -2.092 -2.524 -0.447 -2.022 -0.243 -0.135
C 2.664 -1.187 -1.346 0.326 1.135 -0.560 -0.481
N 1.753 -1.855 -0.410 -1.356 -1.003 -1.759 -0.150
O 1.469 -1.267 0.824 1.147 0.257 -0.045 -0.017
C 3.970 -0.662 -0.687 -0.489 0.174 -0.201 -0.021
C 1.908 0.003 -1.963 1.130 0.882 0.032 -0.026
C 2.995 -3.877 0.253 -0.235 0.163 0.240 -0.032
H 0.529 -3.492 1.455 0.072 -0.004 -0.004 0.080
H -0.464 -3.524 0.003 0.097 0.055 -0.138 0.064
H 0.490 -4.920 0.437 0.120 0.007 -0.183 0.091
H 2.087 -4.819 -1.771 -0.189 -0.216 -0.309 0.109
H 0.433 -4.230 -1.953 -0.114 0.207 0.022 0.119
H 2.187 -3.783 -3.765 0.486 0.608 -0.473 0.111
H 1.152 -2.386 -3.333 -0.185 -0.535 -0.219 0.068
H 3.357 -1.518 -3.406 0.362 0.408 0.340 0.121
H 3.899 -2.743 -2.215 0.346 0.329 -0.074 0.095
H 4.315 0.261 -1.157 -0.432 0.239 0.186 0.076
H 4.845 -1.296 -0.837 -0.294 -0.553 0.570 0.071
H 3.688 -0.474 0.350 0.790 0.192 0.157 0.063
H 1.122 -0.287 -2.658 -0.150 -0.061 0.167 0.083
H 2.678 0.578 -2.492 -0.250 -0.126 -0.480 0.078
H 1.584 0.747 -1.230 -0.420 -0.447 0.279 0.068
H 3.919 -3.664 -0.287 -0.153 -0.467 -0.434 0.066
H 3.208 -3.437 1.235 -0.474 0.016 0.138 0.073
H 2.777 -4.933 0.414 0.676 -0.119 -0.070 0.080
H 2.259 -1.414 1.373 -0.210 0.065 0.216 0.089
```
Forces are in eV/Å.

The net charge is -2. The value obtained for the LUMO energy is 3.5 eV. Its spin multiplicity is 1. Its total energy is -3308.414933 a.u. For the HOMO energy, the calculation gives -0.1260 hartree. For the energy relative to the best compared isomer or geometry (same formula, charge and spin), the calculation gives 54.92 kcal/mol.